156
Properties=species:S:1:pos:R:3 method="wB97M-V/def2-TZVPD" spin_multiplicity=1 energy_ha=-2747.69390 e_above_lowest_kj_mol=193.12 charge=0
C -2.037 3.024 4.328
C -3.136 2.047 4.041
C -4.118 2.564 2.886
C -3.470 2.839 1.574
N -2.947 3.085 0.556
H -2.442 4.029 4.449
H -1.373 3.005 3.464
H -1.487 2.728 5.222
H -3.672 1.854 4.970
H -2.722 1.061 3.826
H -4.598 3.465 3.269
H -4.885 1.855 2.575
C -1.632 6.189 -3.764
C -1.413 5.151 -2.655
C -1.422 3.722 -3.195
C -2.596 3.319 -3.990
N -3.560 3.022 -4.593
H -1.621 7.215 -3.397
H -2.611 6.138 -4.241
H -0.987 6.026 -4.627
H -2.148 5.172 -1.850
H -0.475 5.471 -2.201
H -1.320 2.943 -2.439
H -0.541 3.559 -3.815
C 5.378 0.844 0.675
C 4.755 0.509 -0.684
C 3.339 -0.045 -0.631
C 3.350 -1.389 -0.180
N 3.386 -2.494 0.139
H 4.762 1.596 1.169
H 6.390 1.225 0.538
H 5.535 0.025 1.377
H 5.480 -0.102 -1.222
H 4.716 1.404 -1.305
H 2.837 -0.111 -1.596
H 2.723 0.574 0.022
C -4.823 -2.354 -4.844
C -3.490 -1.708 -5.249
C -3.278 -0.415 -4.484
C -3.502 -0.592 -3.027
N -3.659 -0.744 -1.919
H -4.721 -2.774 -3.844
H -5.102 -3.176 -5.504
H -5.595 -1.586 -4.895
H -3.456 -1.446 -6.307
H -2.623 -2.325 -5.012
H -3.901 0.418 -4.810
H -2.266 -0.045 -4.648
C 0.694 6.393 0.686
C 1.370 5.398 1.664
C 1.186 3.897 1.318
C 1.616 3.530 -0.050
N 1.973 3.235 -1.118
H 0.767 7.353 1.197
H -0.327 6.138 0.400
H 1.201 6.530 -0.269
H 1.055 5.505 2.702
H 2.406 5.733 1.720
H 0.114 3.706 1.354
H 1.726 3.265 2.023
C -0.025 -1.141 1.117
C -0.212 0.397 0.990
C -1.003 0.806 -0.277
C -0.447 0.291 -1.549
N 0.000 -0.089 -2.536
H 0.666 -1.524 0.366
H -0.985 -1.652 1.037
H 0.366 -1.396 2.102
H 0.765 0.881 0.974
H -0.627 0.818 1.906
H -0.884 1.888 -0.329
H -2.078 0.647 -0.188
C 1.108 -1.660 -5.362
C 1.688 -1.154 -6.724
C 1.268 0.326 -7.099
C -0.155 0.593 -7.186
N -1.285 0.791 -7.160
H 0.054 -1.404 -5.258
H 1.545 -1.037 -4.582
H 1.199 -2.728 -5.162
H 1.346 -1.835 -7.504
H 2.771 -1.225 -6.628
H 1.612 0.495 -8.119
H 1.803 0.992 -6.421
C 0.341 -5.175 -2.881
C -0.058 -3.663 -2.676
C -0.749 -3.425 -1.345
C -2.031 -4.082 -1.237
N -3.070 -4.625 -1.178
H -0.491 -5.876 -2.816
H 1.001 -5.457 -2.061
H 0.829 -5.409 -3.827
H -0.637 -3.360 -3.548
H 0.891 -3.127 -2.651
H -0.957 -2.369 -1.171
H -0.132 -3.787 -0.522
C 2.922 2.076 -4.229
C 4.054 1.214 -4.776
C 4.894 1.929 -5.803
C 4.296 2.081 -7.113
N 3.759 2.236 -8.116
H 2.154 1.543 -3.669
H 2.410 2.540 -5.072
H 3.364 2.810 -3.555
H 3.732 0.306 -5.285
H 4.663 0.768 -3.990
H 5.824 1.380 -5.949
H 5.352 2.898 -5.606
C 2.485 2.252 7.330
C 0.925 2.066 7.351
C 0.394 0.966 6.463
C 0.682 1.208 5.020
N 0.933 1.342 3.901
H 2.792 2.609 6.347
H 3.070 1.339 7.439
H 2.780 3.023 8.042
H 0.468 3.020 7.088
H 0.577 1.938 8.376
H -0.683 0.951 6.624
H 0.904 0.036 6.715
C 4.314 -0.107 4.194
C 3.539 -1.154 3.446
C 3.386 -2.480 4.165
C 2.432 -2.570 5.320
N 1.753 -2.554 6.241
H 5.361 -0.412 4.187
H 3.863 0.030 5.177
H 4.245 0.891 3.762
H 4.055 -1.314 2.500
H 2.561 -0.828 3.092
H 4.363 -2.786 4.537
H 3.117 -3.286 3.481
C -2.398 -6.412 5.585
C -1.077 -6.779 4.920
C -0.225 -5.559 4.597
C -0.539 -4.839 3.339
N -0.737 -4.345 2.323
H -2.905 -7.286 5.993
H -3.074 -5.940 4.872
H -2.238 -5.704 6.398
H -1.206 -7.438 4.061
H -0.504 -7.314 5.678
H 0.842 -5.780 4.548
H -0.345 -4.855 5.420
C -5.541 -1.358 1.232
C -4.398 -2.340 0.862
C -4.385 -3.699 1.588
C -4.592 -3.660 3.034
N -4.739 -3.607 4.194
H -6.558 -1.726 1.100
H -5.386 -0.419 0.700
H -5.465 -1.070 2.280
H -3.407 -1.891 0.922
H -4.485 -2.559 -0.203
H -3.446 -4.245 1.499
H -5.166 -4.323 1.155

---

164
Properties=species:S:1:pos:R:3 method="wB97M-V/def2-TZVPD" spin_multiplicity=1 energy_ha=-3716.38340 e_above_lowest_kj_mol=0.00 charge=+1
C 5.191 1.541 -3.661
C 3.805 1.800 -4.249
O 3.391 3.142 -3.973
P 1.899 3.407 -3.443
O 1.753 4.834 -3.152
C 0.848 2.833 -4.784
C -0.572 2.378 -4.450
C -0.678 0.970 -3.919
C -0.186 -0.216 -4.864
B -0.042 0.040 -6.436
C 1.383 0.071 -7.135
O -1.154 0.159 -7.205
C -1.154 -1.368 -4.579
C -0.657 -2.807 -4.461
C 0.860 -2.949 -4.437
C 1.400 -2.495 -3.102
C 1.007 -3.140 -1.916
C 1.449 -2.697 -0.671
C 2.301 -1.592 -0.596
C 2.730 -0.958 -1.760
C 2.283 -1.415 -2.999
N -1.827 -0.922 -3.338
O -2.928 -1.702 -2.957
C -2.055 0.579 -3.393
C -2.429 1.010 -1.961
S -1.253 2.111 -1.130
C -2.165 3.673 -1.052
C -1.195 4.838 -1.124
B -3.307 0.862 -4.413
O -3.036 1.422 -5.632
C -4.789 0.521 -4.060
C -5.261 -0.723 -4.869
O 1.708 2.443 -2.204
C 2.685 2.588 -1.129
C 1.970 2.507 0.215
H 5.225 0.620 -3.094
H 5.439 2.363 -3.004
H 5.931 1.527 -4.449
H 3.851 1.649 -5.325
H 3.086 1.081 -3.860
H 0.756 3.708 -5.416
H 1.413 2.099 -5.353
H -1.188 2.548 -5.322
H -0.959 3.033 -3.672
H 0.045 0.933 -3.104
H 0.827 -0.398 -4.539
H 1.713 1.081 -7.354
H 1.355 -0.512 -8.052
H 2.127 -0.400 -6.499
H -0.935 0.243 -8.138
H -1.861 -1.338 -5.403
H -1.099 -3.416 -5.239
H -1.043 -3.213 -3.534
H 1.106 -3.997 -4.576
H 1.333 -2.406 -5.248
H 0.358 -4.002 -1.989
H 1.144 -3.215 0.221
H 2.629 -1.251 0.372
H 3.400 -0.114 -1.730
H 2.613 -0.925 -3.904
H -1.104 -1.025 -2.610
H -2.659 -2.205 -2.179
H -2.526 0.138 -1.322
H -3.395 1.491 -1.925
H -2.829 3.706 -1.912
H -2.802 3.715 -0.178
H -1.676 5.752 -0.800
H -0.849 4.976 -2.140
H -0.332 4.669 -0.492
H -3.222 0.811 -6.357
H -4.951 0.319 -3.009
H -5.395 1.365 -4.371
H -6.246 -0.573 -5.289
H -5.321 -1.582 -4.215
H -4.581 -0.997 -5.673
H 3.226 3.518 -1.240
H 3.373 1.759 -1.233
H 0.901 2.514 0.047
H 2.252 1.604 0.735
H 2.232 3.357 0.830
C 5.605 -1.542 4.476
C 4.553 -0.643 3.837
C 3.129 -1.186 4.006
C 2.935 -2.442 3.283
N 2.787 -3.411 2.681
H 5.636 -2.523 3.997
H 6.593 -1.093 4.388
H 5.401 -1.685 5.538
H 4.775 -0.508 2.776
H 4.596 0.345 4.298
H 2.406 -0.457 3.633
H 2.914 -1.337 5.061
C -2.950 2.991 4.319
C -3.296 2.055 3.167
C -2.682 0.660 3.327
C -1.221 0.692 3.269
N -0.074 0.741 3.199
H -1.876 3.174 4.374
H -3.446 3.953 4.192
H -3.273 2.572 5.273
H -2.962 2.493 2.223
H -4.379 1.943 3.101
H -3.043 0.000 2.536
H -2.991 0.217 4.275
C -8.282 -4.444 1.728
C -8.656 -3.963 3.125
C -9.646 -2.796 3.115
C -9.053 -1.596 2.526
N -8.568 -0.650 2.086
H -7.773 -3.663 1.160
H -7.612 -5.303 1.788
H -9.167 -4.750 1.167
H -7.757 -3.664 3.665
H -9.100 -4.786 3.685
H -9.955 -2.562 4.135
H -10.548 -3.063 2.562
C -4.398 -3.818 6.520
C -4.342 -5.115 5.723
C -5.561 -5.282 4.808
C -6.804 -5.414 5.566
N -7.782 -5.505 6.163
H -5.253 -3.811 7.198
H -3.501 -3.695 7.121
H -4.485 -2.955 5.853
H -4.267 -5.965 6.403
H -3.443 -5.128 5.103
H -5.452 -6.161 4.169
H -5.642 -4.416 4.147
C 1.047 -2.473 6.939
C 1.113 -2.475 8.463
C 0.608 -3.770 9.103
C -0.823 -3.972 8.896
N -1.958 -4.095 8.759
H 0.023 -2.546 6.572
H 1.473 -1.543 6.567
H 1.621 -3.304 6.522
H 0.544 -1.631 8.856
H 2.149 -2.332 8.772
H 0.789 -3.743 10.179
H 1.154 -4.629 8.709
C 0.763 7.059 -5.762
C 0.849 6.902 -7.277
C 1.711 7.983 -7.936
C 1.121 9.313 -7.796
N 0.647 10.355 -7.693
H 0.277 7.997 -5.490
H 0.184 6.247 -5.322
H 1.753 7.041 -5.307
H -0.154 6.921 -7.709
H 1.281 5.928 -7.519
H 1.832 7.771 -9.000
H 2.710 7.988 -7.497
C 10.911 -2.002 6.203
C 10.516 -1.414 4.853
C 10.205 0.085 4.926
C 9.024 0.363 5.742
N 8.094 0.582 6.382
H 10.094 -1.932 6.922
H 11.173 -3.055 6.099
H 11.775 -1.481 6.619
H 9.651 -1.949 4.458
H 11.330 -1.557 4.141
H 10.031 0.481 3.924
H 11.056 0.628 5.340

---

166
Properties=species:S:1:pos:R:3 method="wB97M-V/def2-TZVPD" spin_multiplicity=1 energy_ha=-3212.51670 e_above_lowest_kj_mol=493.23 charge=+6
C -12.997 -0.045 37.959
C -12.386 0.844 36.873
N -11.534 1.854 37.429
C -11.735 2.705 38.478
C -10.518 3.441 38.649
N -9.595 2.979 37.705
C -10.335 2.169 36.838
C -8.266 3.408 37.503
H -13.389 -1.025 37.688
H -13.847 0.470 38.405
H -12.188 -0.261 38.657
H -13.141 1.317 36.246
H -11.802 0.289 36.139
H -12.625 2.742 39.089
H -10.348 4.274 39.315
H -10.008 1.709 35.917
H -7.945 3.944 38.396
H -8.169 3.872 36.521
H -7.560 2.578 37.516
C -17.977 2.342 35.485
C -18.752 2.042 34.269
N -18.259 0.869 33.670
C -18.289 -0.484 34.212
C -17.513 -1.225 33.308
N -17.106 -0.413 32.241
C -17.550 0.860 32.493
C -16.188 -0.949 31.153
H -18.210 1.593 36.243
H -18.248 3.218 36.073
H -16.906 2.194 35.342
H -18.768 2.778 33.466
H -19.766 1.875 34.633
H -18.778 -0.690 35.153
H -17.132 -2.235 33.359
H -17.195 1.691 31.903
H -15.418 -0.255 30.816
H -16.843 -1.091 30.294
H -15.776 -1.949 31.287
C -20.683 -5.060 38.904
C -20.575 -6.105 39.969
N -20.919 -7.445 39.349
C -20.098 -8.279 38.515
C -20.780 -9.417 38.231
N -22.020 -9.313 38.869
C -22.111 -8.061 39.419
C -22.979 -10.239 38.915
H -20.328 -4.088 39.245
H -21.670 -4.932 38.460
H -20.039 -5.308 38.060
H -21.226 -5.986 40.835
H -19.537 -6.167 40.296
H -19.199 -7.830 38.118
H -20.508 -10.349 37.758
H -22.938 -7.889 40.092
H -23.088 -10.763 37.965
H -23.966 -9.821 39.115
H -22.749 -10.956 39.703
C -9.619 -3.221 31.929
C -8.469 -3.472 32.959
N -7.184 -3.773 32.394
C -6.267 -4.662 32.955
C -5.153 -4.567 32.242
N -5.294 -3.600 31.259
C -6.606 -3.146 31.295
C -4.225 -3.216 30.362
H -9.409 -2.330 31.337
H -10.469 -2.761 32.433
H -9.862 -3.995 31.201
H -8.749 -4.421 33.418
H -8.302 -2.776 33.781
H -6.456 -5.236 33.850
H -4.161 -4.892 32.519
H -7.117 -2.467 30.629
H -4.561 -3.208 29.325
H -3.426 -3.933 30.551
H -3.722 -2.272 30.575
C -11.851 -16.258 40.443
C -12.081 -16.265 38.914
N -11.746 -14.984 38.248
C -11.302 -13.823 38.826
C -11.073 -12.736 37.871
N -11.600 -13.278 36.646
C -11.999 -14.611 36.942
C -11.724 -12.422 35.469
H -12.354 -15.492 41.034
H -10.808 -16.058 40.687
H -12.166 -17.230 40.823
H -13.166 -16.293 38.809
H -11.626 -17.121 38.415
H -11.139 -13.839 39.894
H -10.638 -11.766 38.060
H -12.420 -15.314 36.238
H -12.719 -12.567 35.048
H -10.877 -12.799 34.897
H -11.696 -11.388 35.814
C -14.820 -6.781 42.424
C -13.941 -5.675 41.693
N -12.862 -5.253 42.615
C -12.999 -4.497 43.705
C -11.780 -4.280 44.328
N -10.831 -5.003 43.567
C -11.503 -5.634 42.576
C -9.459 -5.215 43.826
H -14.854 -6.545 43.488
H -14.358 -7.768 42.458
H -15.770 -7.023 41.947
H -14.564 -4.824 41.419
H -13.542 -6.026 40.741
H -13.999 -4.127 43.873
H -11.455 -3.749 45.211
H -11.009 -6.365 41.954
H -9.163 -6.162 43.376
H -9.291 -5.142 44.901
H -8.838 -4.386 43.486
C -19.367 -16.171 35.550
C -18.026 -16.245 36.269
N -17.615 -14.901 36.750
C -17.559 -13.656 36.055
C -17.058 -12.679 36.848
N -16.673 -13.260 38.006
C -16.927 -14.670 37.941
C -15.932 -12.500 39.141
H -19.287 -15.495 34.699
H -20.167 -15.905 36.241
H -19.534 -17.196 35.220
H -17.251 -16.567 35.574
H -18.087 -16.879 37.153
H -17.992 -13.612 35.067
H -16.878 -11.634 36.646
H -16.828 -15.360 38.766
H -15.287 -11.715 38.747
H -15.378 -13.217 39.748
H -16.730 -12.203 39.822
C -14.112 -7.487 30.413
C -14.633 -8.892 29.938
N -16.074 -9.133 30.133
C -16.590 -9.003 31.368
C -17.981 -9.411 31.316
N -18.193 -9.586 29.922
C -17.052 -9.351 29.252
C -19.505 -9.817 29.226
H -13.036 -7.422 30.577
H -14.557 -7.063 31.314
H -14.362 -6.787 29.616
H -14.308 -9.651 30.649
H -14.276 -9.295 28.990
H -15.872 -8.796 32.148
H -18.841 -9.540 31.956
H -16.895 -9.549 28.202
H -19.416 -10.835 28.847
H -19.761 -9.089 28.456
H -20.263 -9.699 30.001
C -8.823 -7.823 36.862
C -7.997 -8.872 36.146
O -7.125 -9.466 36.764
O -8.242 -9.118 34.955
H -8.768 -6.864 36.349
H -8.310 -7.691 37.815
H -9.877 -8.067 36.994
C -13.388 -5.686 35.836
C -14.563 -6.748 35.940
O -14.193 -7.939 36.185
O -15.736 -6.324 35.810
H -13.004 -5.387 36.811
H -13.730 -4.793 35.314
H -12.557 -6.159 35.311

---

> Look up the charge of the third one.

+6